# 1
{"formula": "C4H6N2", "method": "ωB97M-V with the def2-TZVPD basis set", "symbols": ["N", "C", "C", "C", "N", "C", "H", "H", "H", "H", "H", "H"], "positions_angstrom": [[0.35973, -0.92522, 1.77672], [0.09241, -0.34280, 0.54329], [0.92377, 0.00085, -0.46278], [0.06682, 0.59487, -1.53332], [-1.31987, 0.37034, -1.14565], [-1.26772, -0.04728, 0.06548], [-0.30651, -0.69978, 2.50250], [1.30826, -0.78893, 2.09770], [2.00187, -0.11953, -0.49305], [-0.01041, 1.68863, -1.44579], [0.32273, 0.38030, -2.57525], [-2.17107, -0.11143, 0.67016]], "mulliken_charge": [-0.543, 0.838, -0.626, -0.331, -0.573, -0.481, 0.239, 0.238, 0.361, 0.207, 0.336, 0.337], "smiles": "NC1=CCN=C1", "gap_ha": 0.3462, "total_charge": 0, "total_energy_ev": -7224.4787}


# 2
{"formula": "C53H75FN2O22S", "method": "ωB97M-V with the def2-TZVPD basis set", "symbols": ["C", "C", "C", "C", "C", "C", "C", "C", "O", "C", "O", "C", "C", "C", "C", "C", "C", "C", "C", "C", "C", "C", "O", "C", "N", "C", "C", "F", "C", "C", "C", "C", "C", "C", "C", "C", "N", "O", "C", "C", "C", "C", "S", "H", "H", "H", "H", "H", "H", "H", "H", "H", "H", "H", "H", "H", "H", "H", "H", "H", "H", "H", "H", "H", "H", "H", "H", "H", "H", "H", "H", "H", "H", "H", "H", "H", "H", "H", "H", "H", "H", "H", "C", "O", "C", "O", "O", "C", "H", "H", "H", "H", "H", "H", "C", "O", "C", "O", "O", "C", "H", "H", "H", "H", "H", "H", "C", "O", "C", "O", "O", "C", "H", "H", "H", "H", "H", "H", "C", "O", "C", "O", "O", "C", "H", "H", "H", "H", "H", "H", "C", "O", "C", "O", "O", "C", "H", "H", "H", "H", "H", "H", "C", "O", "C", "O", "O", "C", "H", "H", "H", "H", "H", "H"], "positions_angstrom": [[4.17807, -4.06346, 2.27784], [4.71195, -2.78776, 1.71899], [3.79160, -1.52861, 1.21269], [2.21898, -1.88906, 0.92031], [1.86854, -2.40183, -0.63267], [0.31544, -2.78120, -0.99817], [-0.95282, -2.65212, 0.05963], [-0.57671, -2.13640, 1.60581], [-1.73051, -2.02778, 2.52746], [-2.03886, -0.62848, 2.85928], [-1.68621, -0.19157, 4.10062], [-2.81806, 0.45798, 1.91113], [-4.45983, 0.65533, 2.15813], [-5.31931, 1.77180, 1.27224], [-4.60103, 2.72252, 0.14025], [-2.99655, 2.53976, -0.14234], [-2.14974, 1.41438, 0.75972], [0.99468, -1.77858, 2.05333], [1.37584, -1.32213, 3.58047], [1.90255, 0.22133, 3.73880], [1.24748, 1.29493, 2.68792], [2.33599, 1.80739, 1.56614], [2.03638, 1.37321, 0.19289], [3.13022, 1.92151, -0.66793], [-2.38592, -3.00446, -0.26863], [-3.16981, -1.84646, -0.83732], [-3.63905, -2.01043, -2.39796], [-4.90522, -2.81736, -2.56751], [-2.51489, -4.27203, -1.08107], [-1.50543, -4.70976, -2.33319], [-1.62956, -6.10744, -3.18432], [-2.81780, -7.16951, -2.79820], [-3.87065, -6.79543, -1.55356], [-5.03448, -7.92412, -1.25473], [-4.52460, -9.21951, -0.38895], [-3.31381, -10.08464, -1.07819], [-1.86565, -9.85832, -0.64923], [-3.50052, -11.05342, -2.01075], [-3.71967, -5.36680, -0.69697], [-4.79452, -5.16190, 0.53061], [-6.07680, -4.20546, 0.17209], [-6.85296, -3.65132, 1.35084], [-0.14525, -3.42854, -2.73354], [3.45983, -4.72114, 1.62599], [4.51150, -4.37754, 3.35923], [5.89583, -2.64438, 1.66759], [4.23824, -1.12846, 0.18096], [3.93162, -0.65809, 1.98214], [2.71170, -2.52688, -1.45729], [-4.95576, -0.01652, 2.99238], [-6.48500, 1.93986, 1.45669], [-5.16483, 3.53851, -0.51224], [-2.41191, 3.17327, -0.96591], [-1.00369, 1.34300, 0.51394], [0.49273, -1.60923, 4.32983], [2.28535, -2.01848, 3.91699], [3.09444, 0.27522, 3.76585], [1.56732, 0.57518, 4.82861], [0.23738, 0.89896, 2.24991], [0.96533, 2.26099, 3.33006], [2.28701, 2.99978, 1.55296], [3.42031, 1.54076, 1.93261], [2.99132, 3.09336, -0.84449], [3.10546, 1.35489, -1.71608], [4.19971, 1.77893, -0.18828], [-2.49544, -0.89089, -0.77290], [-4.12298, -1.68385, -0.14322], [-3.93888, -0.91634, -2.77028], [-2.80589, -2.37655, -3.13600], [-0.87234, -6.38487, -4.04538], [-2.94886, -8.18558, -3.36589], [-5.43063, -8.35056, -2.29684], [-5.98233, -7.47248, -0.70383], [-5.45297, -9.95840, -0.29587], [-4.28024, -8.89109, 0.72334], [-1.28274, -10.71612, -0.78858], [-1.47521, -9.08612, -1.24420], [-4.25464, -4.68685, 1.47685], [-5.24651, -6.19397, 0.92446], [-6.48158, -3.94277, -0.89398], [-8.01692, -3.46480, 1.31824], [-6.30757, -3.43795, 2.37968], [-12.35719, 1.91948, 2.32488], [-11.66096, 0.88416, 3.01597], [-10.31318, 1.04005, 3.04390], [-9.68719, 1.96082, 2.54254], [-9.78273, -0.00588, 3.72636], [-8.36103, 0.02573, 3.83648], [-13.42617, 1.69292, 2.36507], [-12.19177, 2.88659, 2.81048], [-12.05211, 1.95513, 1.27406], [-8.03588, 0.91714, 4.38239], [-7.89617, -0.01436, 2.84609], [-8.04597, -0.85675, 4.40014], [7.99906, -3.99957, -0.71522], [8.03233, -2.57738, -0.81755], [8.99420, -2.09969, -1.64714], [9.79334, -2.77143, -2.28053], [8.91272, -0.74527, -1.64993], [9.87209, -0.10139, -2.48624], [7.19345, -4.27007, -0.02712], [7.78620, -4.45176, -1.68924], [8.94163, -4.37957, -0.30812], [9.73416, -0.39781, -3.53097], [10.88955, -0.32551, -2.14993], [9.71522, 0.97821, -2.41146], [-4.05162, 9.37686, -0.64407], [-3.05217, 8.78432, 0.18310], [-3.22606, 7.45687, 0.40495], [-4.13488, 6.76944, -0.03382], [-2.21357, 7.02690, 1.19937], [-2.26723, 5.63771, 1.51817], [-3.81330, 10.43832, -0.75428], [-4.05101, 8.91885, -1.63841], [-5.03861, 9.29221, -0.17794], [-2.19539, 5.03029, 0.61029], [-3.18286, 5.40358, 2.07077], [-1.41094, 5.40418, 2.15689], [10.01136, -2.32114, 1.43963], [10.70759, -3.35645, 2.13072], [12.05537, -3.20056, 2.15865], [12.68136, -2.27979, 1.65728], [12.58582, -4.24649, 2.84111], [14.00752, -4.21489, 2.95123], [8.94238, -2.54769, 1.47982], [10.17678, -1.35402, 1.92523], [10.31644, -2.28548, 0.38880], [14.33267, -3.32347, 3.49714], [14.47238, -4.25497, 1.96084], [14.32258, -5.09736, 3.51489], [9.98799, 4.40471, -1.44127], [9.96332, 3.92895, -2.78562], [10.16472, 4.89042, -3.72189], [10.35621, 6.07625, -3.50242], [10.11626, 4.30385, -4.94446], [10.31347, 5.20224, -6.03459], [9.81633, 3.55248, -0.77803], [10.96559, 4.83555, -1.20219], [9.19017, 5.13593, -1.27575], [11.30399, 5.66500, -5.97906], [9.52865, 5.96533, -6.05273], [10.25447, 4.62623, -6.96220], [-9.53840, 11.36148, -3.92732], [-8.53895, 10.76895, -3.10015], [-8.71284, 9.44149, -2.87831], [-9.62166, 8.75406, -3.31708], [-7.70035, 9.01153, -2.08389], [-7.75401, 7.62233, -1.76509], [-9.30008, 12.42295, -4.03753], [-9.53779, 10.90348, -4.92167], [-10.52539, 11.27684, -3.46120], [-7.68217, 7.01491, -2.67296], [-8.66964, 7.38820, -1.21248], [-6.89772, 7.38881, -1.12637]], "mulliken_charge": [-0.723, -0.271, -0.573, 0.914, -0.931, 0.574, -0.235, -0.129, -0.446, -0.016, -0.512, 0.930, -0.493, -0.268, -0.482, -0.741, -0.051, 0.429, -0.872, -0.737, 0.425, -0.712, -0.104, -0.718, 0.783, 0.173, -0.139, -0.330, -0.495, 0.547, -0.545, -0.615, 0.167, -0.878, -0.273, 0.262, -0.535, -0.584, -0.047, -0.787, 0.144, -0.790, -0.235, 0.245, 0.243, 0.265, 0.407, 0.039, 0.223, 0.299, 0.293, 0.306, 0.451, 0.345, 0.304, 0.362, 0.366, 0.335, -0.696, 0.397, 0.383, 0.303, 0.248, 0.221, 0.267, -0.038, 0.064, 0.303, 0.183, 0.269, 0.345, 0.376, 0.289, 0.345, 0.279, 0.313, 0.273, 0.278, 0.308, 0.279, 0.233, 0.196, -0.609, -0.320, 0.747, -0.552, -0.317, -0.562, 0.221, 0.286, 0.290, 0.324, 0.190, 0.296, -0.689, -0.094, 0.593, -0.570, -0.239, -0.590, 0.149, 0.349, 0.346, 0.298, 0.295, 0.152, -0.549, -0.339, 0.751, -0.561, -0.352, -0.335, 0.265, 0.280, 0.230, 0.097, 0.299, 0.216, -0.283, -0.340, 0.748, -0.547, -0.317, -0.615, -0.026, 0.415, 0.177, 0.286, 0.289, 0.219, -0.642, -0.186, 0.691, -0.547, -0.283, -0.621, 0.184, 0.314, 0.299, 0.289, 0.287, 0.217, -0.619, -0.298, 0.720, -0.542, -0.223, -0.542, 0.219, 0.287, 0.286, 0.307, 0.315, 0.094], "smiles": "C=CCc1cc2c(c(OC(=O)c3ccccc3)c1CCCCOC)N(CCF)c1c(ccc(CCC(N)=O)c1CC=C)S2.COC(=O)OC.COC(=O)OC.COC(=O)OC.COC(=O)OC.COC(=O)OC.COC(=O)OC", "gap_ha": 0.2718, "total_charge": 0, "total_energy_ev": -117717.2784}


# 3
{"formula": "C24H42IO5PS", "method": "ωB97M-V with the def2-TZVPD basis set", "symbols": ["C", "C", "C", "C", "C", "C", "C", "C", "C", "C", "C", "C", "C", "C", "C", "C", "C", "C", "C", "O", "O", "C", "P", "S", "O", "C", "O", "C", "C", "C", "O", "I", "H", "H", "H", "H", "H", "H", "H", "H", "H", "H", "H", "H", "H", "H", "H", "H", "H", "H", "H", "H", "H", "H", "H", "H", "H", "H", "H", "H", "H", "H", "H", "H", "H", "H", "H", "H", "H", "H", "H", "H", "H", "H"], "positions_angstrom": [[-0.48887, -4.46862, 1.44508], [0.99858, -3.96994, 1.42011], [1.50041, -3.93321, -0.05019], [3.04200, -3.69163, -0.16682], [3.37700, -2.37063, 0.61122], [4.52591, -1.56282, -0.03918], [5.01490, -0.36182, 0.86119], [3.83343, 0.26477, 1.64787], [4.08903, 1.70910, 2.14531], [2.91562, 2.09020, 3.13494], [2.16996, 3.40256, 2.70399], [0.74095, 3.05872, 2.17349], [0.44856, 3.60187, 0.73214], [-0.94244, 3.03074, 0.33084], [-1.14652, 2.84191, -1.21083], [-1.23928, 1.32977, -1.59033], [-2.63862, 0.63883, -1.49419], [-2.25297, -0.83188, -1.03377], [-3.27726, -1.91010, -1.40398], [-2.88227, -2.92271, -1.84259], [-4.63531, -1.76134, -1.20133], [-3.74134, 1.20779, -0.56630], [-3.64180, 1.15250, 1.29436], [-5.40390, 0.66563, 1.98416], [-4.18846, 2.43449, -1.20221], [-4.08186, 2.15848, -2.55523], [-4.38725, 2.88548, -3.39383], [-3.49930, 0.70652, -2.79764], [-2.82984, 0.44063, -4.16410], [-3.31137, -0.95272, -4.66318], [-2.59979, -1.84936, -4.70343], [-5.36546, -1.23106, -5.33301], [-0.91657, -4.56191, 0.43260], [-0.54817, -5.44060, 1.96411], [-1.12741, -3.76779, 2.01369], [1.00615, -2.94834, 1.83533], [1.61475, -4.62713, 2.05778], [1.01785, -3.04762, -0.51340], [1.17521, -4.82631, -0.61066], [3.35621, -3.64241, -1.22345], [3.53140, -4.56170, 0.30852], [2.43826, -1.80075, 0.66089], [3.71886, -2.68376, 1.61492], [4.14799, -1.09995, -0.97065], [5.41138, -2.19195, -0.23076], [5.81695, -0.72715, 1.52688], [5.46264, 0.40882, 0.20509], [2.96085, 0.29460, 0.96730], [3.63046, -0.38925, 2.51336], [4.12503, 2.42625, 1.30987], [5.03687, 1.78554, 2.70408], [2.22466, 1.23102, 3.18410], [3.31851, 2.19382, 4.15876], [2.04058, 3.98624, 3.63097], [2.71136, 3.95076, 1.92047], [-0.08212, 3.42403, 2.81472], [0.61635, 1.95761, 2.14124], [0.40016, 4.70013, 0.84559], [1.22356, 3.28324, 0.01738], [-1.78898, 3.61778, 0.71737], [-0.97374, 2.01328, 0.77328], [-1.95498, 3.46224, -1.62567], [-0.22122, 3.21752, -1.69227], [-0.77992, 1.22939, -2.59055], [-0.56488, 0.77311, -0.91352], [-1.34343, -1.07803, -1.60633], [-1.94359, -0.85957, 0.02414], [-4.91801, -2.29902, -0.44418], [-4.62141, 0.55705, -0.74598], [-2.69022, 0.19683, 1.73893], [-3.24123, 2.38976, 1.86136], [-4.42002, 0.09038, -2.78763], [-3.21769, 1.16228, -4.90502], [-1.73488, 0.39937, -4.15522]], "mulliken_charge": [-1.161, -0.056, -0.572, -0.923, 0.008, -0.853, -0.801, -0.177, -0.778, -0.892, -0.838, -0.592, -0.740, -0.486, -1.079, -1.710, 2.770, -1.691, -0.114, -0.483, -0.463, -0.428, 0.260, -0.392, -0.406, 0.008, -0.512, -0.536, -0.285, 0.014, -0.381, 0.002, 0.295, 0.299, 0.296, 0.115, 0.360, 0.003, 0.553, 0.392, 0.352, -0.027, 0.292, 0.312, 0.324, 0.357, 0.290, -0.072, 0.378, 0.461, 0.350, 0.422, 0.479, 0.358, 0.485, 0.303, 0.242, 0.227, 0.383, 0.562, -0.040, 0.352, 0.549, 0.447, 0.532, 0.555, 0.773, 0.376, 0.616, 0.033, 0.088, 0.547, 0.434, 0.233], "smiles": "CCCCCCCCCCCCCCCC[C@@]1(CC(=O)O)[C@@H]([PH2]=S)OC(=O)[C@H]1CC(=O)I", "gap_ha": 0.3329, "total_charge": 0, "total_energy_ev": -64029.7175}